[1]
18
Properties=species:S:1:pos:R:3 method="wB97M-V/def2-TZVPD" fmax_ev_per_a=4.08 charge=0 spin_multiplicity=1 total_energy_ev=-10914.65658 homo_ev=-9.180 e_above_lowest_kcal_mol=192.5
C -1.507 1.758 0.869
N -0.997 0.621 -0.240
C 0.320 0.955 -0.675
C -0.923 -0.699 0.396
O -0.767 1.618 1.874
H -1.285 2.648 0.244
H 0.306 1.880 -1.259
H 0.968 1.065 0.221
H 0.734 0.104 -1.211
H -1.781 -0.845 1.051
H -0.925 -1.463 -0.401
H 0.011 -0.844 0.945
H -2.593 1.644 1.009
H 1.440 -1.666 -0.645
O 0.798 -2.107 -1.351
H 1.170 -2.922 -1.716
H 2.964 -0.939 0.605
O 2.065 -0.807 0.283



[2]
18
Properties=species:S:1:pos:R:3 method="wB97M-V/def2-TZVPD" s_squared=0.76 fmax_ev_per_a=1.53 charge=+1 spin_multiplicity=2 total_energy_ev=-10912.51445 homo_ev="-13.228 / -13.228" e_above_lowest_kcal_mol=15.3
C -0.990 1.513 -2.318
C -0.881 0.076 -2.835
C 0.063 -0.779 -1.943
N -0.371 -1.913 -1.448
O 1.243 -0.437 -1.807
H -0.242 2.169 -2.745
H -0.939 1.566 -1.225
H -1.992 1.912 -2.539
H -1.834 -0.425 -2.732
H -0.471 -0.008 -3.845
H -1.349 -2.089 -1.560
H 0.384 -2.513 -1.128
H 0.619 -0.528 7.000
H 0.229 0.751 6.226
O 0.499 0.418 7.086
H 0.341 0.365 0.495
H 0.019 0.434 1.964
O 0.570 0.845 1.290



[3]
19
Properties=species:S:1:pos:R:3 method="wB97M-V/def2-TZVPD" s_squared=0.75 fmax_ev_per_a=1.52 charge=-1 spin_multiplicity=2 total_energy_ev=-21757.01299 homo_ev="-4.394 / -4.391" e_above_lowest_kcal_mol=1.6
C 0.434 0.227 0.700
O -0.578 1.172 0.627
C 1.441 0.345 -0.435
C 2.559 -0.711 -0.369
S 3.754 -0.427 0.899
N 1.966 1.693 -0.603
H 0.056 -0.804 0.742
H 0.999 0.400 1.650
H 0.845 0.079 -1.325
H 2.051 -1.677 -0.327
H 3.090 -0.622 -1.334
H 1.464 2.387 -0.073
H 2.905 1.706 -0.215
H -1.404 0.617 0.371
H -2.128 -0.740 -0.848
O -2.558 -0.324 -0.096
H -4.235 -0.937 -0.079
H -5.437 -1.306 0.808
O -5.226 -1.080 -0.093



[4]
19
Properties=species:S:1:pos:R:3 method="wB97M-V/def2-TZVPD" fmax_ev_per_a=3.67 charge=-2 spin_multiplicity=1 total_energy_ev=-21755.35337 homo_ev=0.113 e_above_lowest_kcal_mol=35.2
C 1.727 -0.544 -1.325
C 0.779 -0.172 -2.448
S 1.455 -0.979 -3.948
N 1.771 0.224 -0.077
C 0.517 -0.068 0.763
O 0.060 0.954 1.484
H 1.598 -1.571 -1.229
H 2.793 -0.577 -1.592
H 0.673 0.971 -2.640
H -0.285 -0.411 -2.312
H 1.724 1.205 -0.177
H 0.782 -1.001 1.367
H -0.373 -0.507 0.017
H -2.891 0.587 2.212
H -2.634 1.932 1.632
O -3.371 1.416 2.001
H -0.958 0.107 2.132
H -1.593 -0.981 1.636
O -1.776 -0.582 2.507



[5]
19
Properties=species:S:1:pos:R:3 method="wB97M-V/def2-TZVPD" s_squared=0.76 fmax_ev_per_a=2.17 charge=+1 spin_multiplicity=2 total_energy_ev=-21747.89252 homo_ev="-14.529 / -14.065" e_above_lowest_kcal_mol=14.8
O -1.791 0.185 -0.603
C -0.778 0.567 -1.079
C 0.566 0.654 -0.241
C 0.885 -0.785 0.390
S 2.609 -1.100 0.422
N 0.479 1.711 0.644
H -0.647 0.872 -2.115
H 1.324 0.858 -0.992
H 0.461 -0.869 1.384
H 0.433 -1.508 -0.284
H 2.937 -0.282 1.434
H 0.010 1.544 1.540
H 1.388 2.158 0.855
H -0.895 -2.114 -2.009
H -1.134 -1.414 -3.325
O -0.416 -1.821 -2.796
H -1.691 -0.185 1.790
H -2.170 1.139 2.429
O -1.572 0.392 2.555



[6]
19
Properties=species:S:1:pos:R:3 method="wB97M-V/def2-TZVPD" smiles="N[C@H](C=O)CO.O.O" fmax_ev_per_a=5.10 charge=0 spin_multiplicity=1 total_energy_ev=-12967.86866 homo_ev=-10.007 e_above_lowest_kcal_mol=73.6
N 0.158 -0.626 -0.406
C -0.804 0.174 0.422
C -0.824 1.603 -0.086
O -1.451 2.461 0.468
C -0.477 0.097 1.883
O -0.592 -1.246 2.342
H -0.078 -1.614 -0.495
H 1.149 -0.478 -0.314
H -1.654 -0.410 0.215
H -0.151 1.852 -0.950
H 0.399 0.562 2.175
H -1.241 0.657 2.601
H -0.129 -1.722 1.703
O 0.262 1.084 -3.452
H 0.682 0.730 -2.641
H -0.659 1.138 -3.179
O 2.668 -2.703 -0.420
H 2.786 -2.056 -1.204
H 3.328 -2.289 0.115



[7]
19
Properties=species:S:1:pos:R:3 method="wB97M-V/def2-TZVPD" smiles="CCNC(=O)O.O.O" fmax_ev_per_a=1.17 charge=0 spin_multiplicity=1 total_energy_ev=-12970.49732 homo_ev=-10.290 e_above_lowest_kcal_mol=13.0
C -1.558 -0.438 2.684
C -0.364 0.493 2.384
N -0.509 1.289 1.182
C 0.142 1.011 0.036
O 0.917 0.093 -0.136
O -0.148 1.916 -0.913
H -1.932 -0.300 3.698
H -2.392 -0.241 2.014
H -1.313 -1.492 2.532
H -0.342 1.189 3.209
H 0.565 -0.038 2.304
H -1.217 2.004 1.144
H 0.316 1.616 -1.711
O 1.876 -2.529 -1.654
H 2.721 -2.626 -1.204
H 1.525 -1.733 -1.229
O -0.501 -0.966 -2.849
H -0.822 -0.666 -1.999
H 0.172 -1.636 -2.700



[8]
19
Properties=species:S:1:pos:R:3 method="wB97M-V/def2-TZVPD" smiles="CC(=O)NCO.O.O" fmax_ev_per_a=5.23 charge=0 spin_multiplicity=1 total_energy_ev=-12968.96074 homo_ev=-9.803 e_above_lowest_kcal_mol=48.4
C 1.996 -0.382 -0.349
C 0.652 -0.677 -0.882
O 0.431 -0.582 -2.133
N -0.326 -1.222 -0.138
C -0.291 -1.049 1.347
O -1.438 -0.214 1.704
H 1.968 0.686 -0.085
H 2.758 -0.590 -1.173
H 2.322 -1.037 0.516
H -1.100 -1.697 -0.524
H 0.629 -0.489 1.643
H -0.492 -1.913 1.945
H -1.223 0.592 1.131
O -1.977 -0.286 -2.926
H -1.032 -0.516 -2.940
H -1.837 0.492 -3.512
O -0.519 2.702 1.868
H 0.254 2.579 2.446
H -0.772 3.601 2.064



[9]
19
Properties=species:S:1:pos:R:3 method="wB97M-V/def2-TZVPD" smiles="NC(=O)CCO.O.O" fmax_ev_per_a=6.93 charge=0 spin_multiplicity=1 total_energy_ev=-12967.80695 homo_ev=-9.967 e_above_lowest_kcal_mol=75.0
N 0.616 0.988 -1.502
C -0.058 1.146 -0.161
O 0.487 1.393 0.870
C -1.511 0.910 -0.199
C -1.840 -0.566 -0.472
O -3.118 -0.827 0.130
H 1.569 1.131 -1.550
H 0.087 1.400 -2.251
H -2.009 1.196 0.863
H -1.961 1.652 -0.989
H -1.819 -1.018 -1.475
H -1.063 -1.132 0.106
H -2.715 -1.423 0.937
O 3.537 0.420 -0.362
H 3.038 0.804 0.329
H 3.033 -0.266 -0.588
O 1.190 -1.616 1.951
H 0.692 -2.315 1.833
H 1.846 -1.876 2.528



[10]
19
Properties=species:S:1:pos:R:3 method="wB97M-V/def2-TZVPD" s_squared=0.75 fmax_ev_per_a=3.12 charge=+1 spin_multiplicity=2 total_energy_ev=-12960.42987 homo_ev="-15.064 / -15.034" e_above_lowest_kcal_mol=25.9
C 0.034 -2.036 1.478
N 0.247 -1.412 0.200
C 1.454 -0.582 0.035
C 1.046 0.900 0.242
O 0.756 1.117 1.511
O 1.051 1.685 -0.645
H -0.024 -1.273 2.249
H 0.880 -2.701 1.693
H -0.864 -2.647 1.508
H 0.191 -2.109 -0.554
H 1.808 -0.667 -0.991
H 2.151 -0.905 0.782
H 0.687 2.045 1.781
H -1.239 0.950 -2.256
H -0.335 0.123 -3.097
O -1.182 0.053 -2.613
H -1.980 1.161 0.870
H -1.630 -0.057 0.016
O -2.378 0.430 0.383



[11]
19
Properties=species:S:1:pos:R:3 method="wB97M-V/def2-TZVPD" s_squared=0.76 fmax_ev_per_a=6.58 charge=+1 spin_multiplicity=2 total_energy_ev=-12958.01580 homo_ev="-14.989 / -14.810" e_above_lowest_kcal_mol=81.6
C -0.643 -0.090 0.723
C -1.402 0.865 1.827
O -2.783 0.914 1.337
C 0.444 0.631 -0.033
N 1.508 1.033 0.744
O 0.540 0.735 -1.205
H -1.633 -0.148 0.081
H -0.130 -0.976 1.197
H -1.219 0.299 2.834
H -0.967 1.882 1.879
H -3.173 0.037 1.524
H 2.271 1.388 0.319
H 1.689 0.757 1.714
H 1.918 -0.500 -1.753
H 2.136 0.130 -3.138
O 2.534 -0.465 -2.510
H -0.520 -1.660 -1.235
H -0.401 -2.354 -2.687
O -0.171 -2.479 -1.619



[12]
17
Properties=species:S:1:pos:R:3 method="wB97M-V/def2-TZVPD" smiles=CSC.NCO fmax_ev_per_a=0.82 charge=0 spin_multiplicity=1 total_energy_ev=-17661.68468 homo_ev=-8.450 e_above_lowest_kcal_mol=17.0
C -2.135 4.328 0.929
S -1.276 3.016 1.820
C 0.337 3.146 1.046
H -2.946 4.714 1.539
H -2.521 3.958 -0.015
H -1.456 5.134 0.686
H 1.065 2.589 1.625
H 0.323 2.769 0.026
H 0.704 4.166 1.042
N 1.462 -4.148 -2.000
C 0.700 -3.776 -0.875
O 0.747 -4.660 0.247
H 2.454 -4.236 -1.860
H 1.099 -4.878 -2.596
H 1.074 -2.844 -0.449
H -0.357 -3.689 -1.145
H 0.726 -5.588 -0.019



[13]
17
Properties=species:S:1:pos:R:3 method="wB97M-V/def2-TZVPD" s_squared=0.75 fmax_ev_per_a=1.45 charge=+1 spin_multiplicity=2 total_energy_ev=-17653.28600 homo_ev="-14.570 / -14.495" e_above_lowest_kcal_mol=7.3
C 1.177 -1.838 -1.549
C 0.735 -0.568 -0.812
C -0.760 -0.583 -0.417
S -1.593 1.017 -0.370
N 1.458 -0.236 0.406
H 0.826 -1.890 -2.577
H 2.259 -1.689 -1.606
H 0.939 -2.737 -0.986
H 0.826 0.266 -1.517
H -0.890 -1.144 0.513
H -1.416 -1.086 -1.148
H -0.515 1.772 -0.071
H 2.281 0.309 0.154
H 1.754 -1.034 0.957
H -0.150 0.612 3.360
H 0.640 0.505 2.040
O 0.304 1.126 2.679